Computed, not measured: a molecular structure, C31H20Cl5FeP2S2, with the ωB97M-V functional and the def2-TZVPD basis.

Results
Kohn-Sham gap (alpha / beta) = 8.38 / 7.48 eV
energy relative to the best compared isomer or geometry (same formula, charge and spin) = 0.0 kJ/mol
multiplicity = 6
<S²> = 8.7692
calculated total energy = -169719.836 eV
E_LUMO (alpha / beta) = 0.41 / -0.93 eV

XYZ file:
```
61
C31H20Cl5FeP2S2, DFT the ωB97M-V functional and the def2-TZVPD basis
Fe -0.675 -0.867 -2.030
S -1.576 1.463 -2.060
P -0.031 1.439 -0.737
C 0.204 -0.205 -0.332
P -0.872 -1.069 0.683
S -2.164 -2.037 -0.576
C 0.022 -2.279 1.685
C 1.348 -2.571 1.388
C 2.020 -3.546 2.113
C 1.365 -4.226 3.128
C 0.038 -3.937 3.424
C -0.637 -2.967 2.703
C -1.820 -0.083 1.872
C -3.141 0.266 1.613
C -3.831 1.070 2.511
C -3.199 1.532 3.655
C -1.875 1.196 3.909
C -1.184 0.387 3.022
C 1.469 2.036 -1.555
C 2.664 1.339 -1.409
C 3.819 1.813 -2.020
C 3.776 2.976 -2.774
C 2.580 3.669 -2.923
C 1.427 3.201 -2.316
C -0.271 2.597 0.636
C 0.796 2.790 1.514
C 0.663 3.671 2.575
C -0.531 4.358 2.758
C -1.590 4.163 1.886
C -1.464 3.281 0.821
H 1.835 -2.031 0.585
H 3.052 -3.778 1.882
H 1.887 -4.988 3.693
H -0.470 -4.473 4.215
H -1.673 -2.741 2.927
H -3.618 -0.100 0.714
H -4.862 1.334 2.316
H -3.738 2.159 4.354
H -1.382 1.564 4.799
H -0.154 0.115 3.220
H 2.674 0.420 -0.836
H 4.748 1.268 -1.913
H 4.674 3.342 -3.255
H 2.548 4.570 -3.521
H 0.489 3.727 -2.444
H 1.727 2.258 1.359
H 1.491 3.826 3.255
H -0.631 5.050 3.586
H -2.520 4.698 2.035
H -2.286 3.117 0.135
Cl 0.426 -4.393 -1.471
C 0.140 -3.798 -3.070
C -0.012 -2.435 -3.263
C -0.174 -2.044 -4.574
Cl -0.293 -0.306 -4.808
C -0.334 -2.869 -5.674
Cl -0.653 -2.266 -7.246
C -0.197 -4.240 -5.432
Cl -0.346 -5.354 -6.734
C 0.063 -4.701 -4.135
Cl 0.260 -6.391 -3.863
```

For reference, the Mulliken charges in units of e are: atom 1 (Fe): -0.851, atom 2 (S): -0.545, atom 3 (P): 1.700, atom 4 (C): -1.373, atom 5 (P): 2.496, atom 6 (S): -0.575, atom 7 (C): 0.270, atom 8 (C): -0.389, atom 9 (C): -0.707, atom 10 (C): -0.470, atom 11 (C): -0.667, atom 12 (C): -0.358, atom 13 (C): 0.249, atom 14 (C): -0.581, atom 15 (C): -0.715, atom 16 (C): -0.484, atom 17 (C): -0.689, atom 18 (C): -0.352, atom 19 (C): 0.306, atom 20 (C): 0.217, atom 21 (C): -0.757, atom 22 (C): -0.431, atom 23 (C): -0.675, atom 24 (C): -0.669, atom 25 (C): 0.579, atom 26 (C): -0.736, atom 27 (C): -0.668, atom 28 (C): -0.528, atom 29 (C): -0.643, atom 30 (C): -0.190, atom 31 (H): 0.473, atom 32 (H): 0.421, atom 33 (H): 0.384, atom 34 (H): 0.403, atom 35 (H): 0.406, atom 36 (H): 0.375, atom 37 (H): 0.411, atom 38 (H): 0.416, atom 39 (H): 0.446, atom 40 (H): 0.444, atom 41 (H): 0.386, atom 42 (H): 0.420, atom 43 (H): 0.389, atom 44 (H): 0.401, atom 45 (H): 0.354, atom 46 (H): 0.420, atom 47 (H): 0.410, atom 48 (H): 0.411, atom 49 (H): 0.435, atom 50 (H): 0.390, atom 51 (Cl): -0.153, atom 52 (C): 1.212, atom 53 (C): -1.354, atom 54 (C): 1.522, atom 55 (Cl): -0.226, atom 56 (C): -0.772, atom 57 (Cl): -0.178, atom 58 (C): 0.780, atom 59 (Cl): -0.187, atom 60 (C): -0.423, atom 61 (Cl): -0.178